Entry 1:
Molecular formula: C39H58BF5NiO3P2Se
Method: DFT, ωB97M-V/def2-TZVPD

XYZ file:
```
110
Properties=species:S:1:pos:R:3:forces:R:3
Ni 1.3222 0.8005 0.0523 0.09 0.18 -0.31
O 0.5607 2.2017 -2.6173 0.00 0.11 -0.01
B 1.0867 2.3054 -1.3107 0.01 0.08 0.12
O 1.4945 3.6450 -1.1048 -0.09 0.02 -0.19
C 1.1869 4.3308 -2.2560 0.09 -0.06 0.22
C 1.3571 5.6655 -2.5371 0.01 0.11 -0.06
C 0.9293 6.1057 -3.7926 0.02 -0.04 0.03
C 0.3606 5.2291 -4.7098 0.01 -0.04 0.04
C 0.1956 3.8744 -4.4084 -0.01 0.06 -0.09
C 0.6220 3.4592 -3.1694 -0.06 -0.27 0.04
H 1.8042 6.3399 -1.8180 -0.02 -0.03 -0.02
H 1.0471 7.1491 -4.0561 0.00 -0.02 0.01
H 0.0430 5.6008 -5.6760 0.01 -0.01 0.03
H -0.2389 3.1776 -5.1139 0.01 0.03 0.01
F 4.3483 -5.1232 -2.9459 0.00 -0.03 -0.01
C 4.2023 -3.8791 -2.4860 0.02 -0.11 -0.03
C 3.7615 -2.8742 -3.3232 -0.05 -0.02 -0.08
F 3.4740 -3.1569 -4.5984 0.01 0.01 0.01
C 3.6057 -1.5909 -2.8328 -0.10 0.02 -0.11
F 3.1639 -0.6699 -3.6951 -0.01 0.02 0.07
C 3.8625 -1.2636 -1.5080 -0.04 0.05 0.06
Se 3.6417 0.5099 -0.8545 -0.15 0.17 0.15
C 4.3185 -2.2960 -0.6996 0.00 -0.10 0.05
F 4.5923 -2.0858 0.5930 0.01 0.06 0.03
C 4.4882 -3.5862 -1.1675 0.03 -0.04 0.06
F 4.9134 -4.5582 -0.3537 0.00 0.01 0.02
C 4.3424 1.5823 2.7643 0.02 0.02 0.02
C 3.0777 2.4437 2.8397 0.08 0.02 -0.20
C 3.2558 3.7236 2.0092 0.05 -0.04 0.05
P 1.5804 1.5614 2.2366 -0.08 -0.20 0.24
C 1.4080 0.0138 3.2640 0.10 0.03 0.08
C 2.1959 -1.1582 2.6640 0.00 0.05 0.01
C 1.7212 0.1455 4.7553 -0.07 -0.03 0.01
C 0.1443 2.6092 2.7832 0.01 0.06 0.00
C 0.3306 3.3915 4.0845 -0.05 0.00 0.00
C -0.3081 3.5577 1.6690 0.00 0.04 0.05
H 5.2055 2.1948 3.0405 -0.03 -0.03 0.00
H 4.5107 1.1958 1.7577 -0.03 0.03 0.01
H 4.3105 0.7334 3.4473 -0.01 0.04 -0.01
H 2.8897 2.7036 3.8843 0.03 0.06 0.03
H 3.2784 3.4977 0.9405 0.00 -0.01 0.02
H 4.2007 4.2051 2.2726 -0.03 -0.01 0.01
H 2.4553 4.4454 2.1762 0.02 -0.04 0.00
H 0.3430 -0.2157 3.1526 -0.03 0.02 -0.04
H 3.2728 -1.0258 2.7732 -0.05 -0.01 -0.02
H 2.0073 -1.2936 1.5974 -0.04 0.04 -0.08
H 1.9200 -2.0890 3.1691 0.01 0.04 0.03
H 2.7571 0.4418 4.9276 -0.02 0.00 -0.01
H 1.5732 -0.8205 5.2466 0.02 0.02 -0.01
H 1.0751 0.8644 5.2559 0.01 -0.02 0.00
H -0.6481 1.8669 2.9269 -0.02 -0.02 0.00
H 1.0858 4.1717 3.9734 -0.01 -0.01 -0.01
H 0.6176 2.7659 4.9266 0.01 0.01 0.01
H -0.6087 3.8866 4.3455 0.03 0.00 -0.01
H 0.4213 4.3515 1.4951 -0.05 -0.05 0.00
H -1.2591 4.0258 1.9412 0.04 -0.01 0.01
H -0.4348 3.0305 0.7265 0.03 0.01 0.00
O -0.6252 0.1149 0.5765 -0.12 -0.25 -0.06
P -1.7759 -0.7289 0.0398 0.10 0.18 0.03
C -2.3288 -1.7277 1.4948 0.06 -0.13 -0.05
C -3.7302 -2.3703 1.5086 0.07 -0.02 0.02
C -3.7492 -3.8587 1.1794 0.09 0.03 0.04
C -2.7821 -4.6240 2.0807 0.01 0.07 0.01
C -1.3550 -4.0970 1.9395 -0.09 0.07 0.01
C -1.2677 -2.5928 2.2038 -0.06 -0.03 -0.02
C -1.2487 -1.3803 -1.6074 0.06 0.00 0.01
C 0.2724 -1.5737 -1.6820 -0.19 0.01 0.04
C 0.7025 -2.9125 -1.1060 -0.18 0.03 -0.09
C 0.0743 -4.0313 -1.9377 0.00 0.06 -0.01
C -1.4497 -3.9314 -1.9006 0.09 0.08 -0.02
C -1.9702 -2.5504 -2.3008 0.07 0.00 0.05
C -3.2877 0.3034 -0.2086 0.06 0.06 -0.07
C -4.3402 -0.1911 -1.2255 0.05 0.01 -0.03
C -4.1071 0.2497 -2.6729 0.06 0.04 0.05
C -3.8408 1.7505 -2.7636 -0.02 0.01 0.07
C -2.6630 2.1390 -1.8734 -0.05 -0.10 0.01
C -2.9508 1.7911 -0.4153 -0.05 -0.07 -0.17
H -2.4070 -0.8215 2.1093 -0.02 0.03 0.09
H -4.4216 -1.8317 0.8604 0.01 0.00 0.04
H -4.1196 -2.2548 2.5260 0.01 0.02 0.01
H -3.4910 -4.0129 0.1303 0.03 -0.03 -0.06
H -4.7652 -4.2381 1.3051 -0.01 0.00 0.01
H -2.8145 -5.6927 1.8610 0.01 0.01 -0.01
H -3.1074 -4.5040 3.1212 0.00 -0.03 -0.01
H -0.9806 -4.3332 0.9454 0.03 -0.01 -0.12
H -0.6927 -4.6114 2.6387 0.01 0.00 0.01
H -0.2701 -2.2146 1.9740 0.02 0.00 0.02
H -1.4061 -2.4414 3.2804 0.00 0.01 -0.01
H -1.4661 -0.4713 -2.1769 0.03 -0.01 -0.05
H 0.7604 -0.7205 -1.2063 0.14 -0.23 -0.12
H 0.5668 -1.5126 -2.7338 0.00 -0.02 -0.04
H 0.3711 -2.9852 -0.0636 0.02 -0.02 -0.01
H 1.7838 -2.9963 -1.0956 0.17 -0.01 -0.04
H 0.3951 -5.0130 -1.5812 -0.02 0.01 0.01
H 0.4281 -3.9374 -2.9717 0.01 -0.03 0.04
H -1.7719 -4.1527 -0.8884 -0.08 -0.06 0.16
H -1.9079 -4.6861 -2.5434 0.02 0.00 -0.02
H -3.0509 -2.5031 -2.1584 0.00 0.00 0.01
H -1.7980 -2.4182 -3.3741 -0.02 0.02 0.00
H -3.7517 0.2278 0.7771 -0.02 0.03 0.08
H -5.3022 0.2213 -0.9038 0.00 0.02 0.02
H -4.4526 -1.2764 -1.1777 -0.02 0.00 -0.01
H -4.9821 -0.0223 -3.2671 -0.01 0.00 0.00
H -3.2631 -0.2892 -3.1108 -0.03 0.01 0.00
H -4.7347 2.2962 -2.4357 0.03 -0.01 -0.04
H -3.6535 2.0385 -3.7997 0.01 -0.01 0.01
H -2.4485 3.2058 -1.9623 0.02 0.01 0.00
H -1.7617 1.6169 -2.2089 0.00 0.10 0.00
H -3.8146 2.3744 -0.0754 0.00 -0.01 -0.02
H -2.1119 2.0639 0.2194 0.01 0.00 0.03
```
Positions in Å, forces in eV/Å.

Summary:
LUMO (alpha / beta), eV: 0.2894 / 0.2883
2S+1: 3
HOMO-LUMO gap (alpha / beta), eV: 6.9 / 7.7
Charge: 0
<S²>: 2.009
HOMO (alpha / beta), eV: -6.6 / -7.4

---

Entry 2:
Molecular formula: C5H6O2
Method: DFT, ωB97M-V/def2-TZVPD

XYZ file:
```
13
Properties=species:S:1:pos:R:3:forces:R:3
C 0.8903 -1.0372 0.7674 -0.39 0.14 -2.11
O 0.5866 0.1254 1.5154 -0.02 0.46 -0.28
C -0.4646 0.7803 0.9089 0.04 1.17 -1.27
C -0.2977 1.2165 -0.8790 0.26 1.67 1.44
O 0.9316 0.6316 -1.1643 -0.06 -1.44 -0.25
C 0.3021 -0.5893 -0.7120 1.57 -2.12 2.09
C -1.0007 0.1049 -0.2722 0.05 -0.94 -0.48
H 0.3075 -1.9124 1.0888 -0.06 0.17 0.08
H 1.9573 -1.2570 0.9244 -0.34 0.22 -0.57
H -0.8077 1.6399 1.4349 -0.67 0.02 0.33
H -0.6418 1.8970 -1.6405 -0.28 0.84 0.55
H 0.2282 -1.3157 -1.5324 0.08 0.00 0.51
H -1.9911 -0.2840 -0.4395 -0.17 -0.20 -0.05
```
Positions in Å, forces in eV/Å.

Summary:
LUMO, eV: 1.0181
2S+1: 1
HOMO-LUMO gap, eV: 8.5
Charge: 0
HOMO, eV: -7.5

---

Entry 3:
Molecular formula: C5H13NO2
Method: DFT, ωB97M-V/def2-TZVPD

XYZ file:
```
21
Properties=species:S:1:pos:R:3:forces:R:3
C -2.2469 -0.3832 0.3697 -2.68 0.61 1.81
O -2.8717 0.9452 0.4903 1.47 -0.58 -0.53
C -0.8563 -0.2650 -0.1610 -0.84 0.47 -0.80
C 0.2823 -1.0400 0.4660 1.16 -0.98 -3.01
C 1.6566 -0.7203 -0.1631 0.00 -1.93 -0.27
C 2.0055 0.6929 -0.0243 4.20 2.15 1.45
O 1.0823 1.7014 -0.3817 -1.06 -1.92 1.61
N -0.9002 0.3105 -1.5681 1.24 -2.15 2.19
H -2.4005 -0.7594 1.4529 1.02 -0.28 -1.95
H -2.9965 -0.8737 -0.3263 1.34 -0.09 0.51
H -2.0543 1.4583 0.6046 -0.55 0.71 0.34
H -0.1135 1.1424 1.8027 -0.89 -0.25 -1.36
H 0.1964 -2.1021 0.2267 -0.77 -0.40 -0.50
H 0.3615 -1.0572 1.4981 -0.44 0.65 1.90
H 1.6140 -0.8777 -1.2513 -0.12 -0.68 0.22
H 2.5069 -1.4261 0.2778 -1.84 1.60 -0.90
H 2.9155 0.8581 -0.6505 -0.50 0.04 0.36
H 2.4228 0.8185 1.0410 -0.85 0.32 -1.09
H 0.0509 0.6298 -1.7391 -0.07 0.43 -0.01
H 0.3591 1.4034 0.3110 0.77 1.74 -0.99
H -1.0140 -0.4556 -2.2754 -0.60 0.53 1.01
```
Positions in Å, forces in eV/Å.

Summary:
LUMO, eV: -1.8406
2S+1: 1
HOMO-LUMO gap, eV: 6.5
Charge: 0
HOMO, eV: -8.3

---

Entry 4:
Molecular formula: H4O2
Method: DFT, ωB97M-V/def2-TZVPD

XYZ file:
```
6
Properties=species:S:1:pos:R:3:forces:R:3
O 1.5984 -0.1783 -0.3144 2.88 0.92 0.80
H 2.2399 0.3285 0.3046 -2.29 -1.30 -1.41
H 0.6894 -0.1361 -0.0446 -0.60 0.36 0.50
O -1.4933 -0.1410 -0.3177 0.30 0.23 -0.08
H -1.4747 0.8123 -0.1092 -0.17 -0.88 0.30
H -1.5598 -0.6853 0.4812 -0.12 0.67 -0.10
```
Positions in Å, forces in eV/Å.

Summary:
LUMO, eV: 0.6715
2S+1: 1
HOMO-LUMO gap, eV: 11.9
SMILES: O.O
Charge: 0
HOMO, eV: -11.2

---

Entry 5:
Molecular formula: C36H95NO12
Method: DFT, ωB97M-V/def2-TZVPD

XYZ file:
```
144
Properties=species:S:1:pos:R:3:forces:R:3
C 0.7593 2.8398 -1.7495 -0.58 -0.47 0.02
O 0.8321 3.6730 -2.8842 0.57 -0.44 -0.17
C 1.9589 3.3212 -3.6643 0.55 0.92 -0.42
C 2.0362 4.1884 -4.9173 -1.75 1.25 1.06
N 3.1172 3.9015 -5.7553 1.76 0.02 -0.85
C 2.9093 2.9617 -6.8269 0.09 -0.99 1.16
C 4.2094 2.5412 -7.4745 -0.63 -1.56 -0.13
O 3.7986 1.5767 -8.4541 -0.12 1.29 0.29
C 4.8507 1.0093 -9.1483 0.25 -0.63 -0.56
H -0.0591 3.1821 -1.1141 0.12 0.22 -0.02
H 1.6950 2.8221 -1.1545 -0.29 0.03 -0.32
H 0.4716 1.8166 -2.0701 0.41 0.17 0.24
H 1.9872 2.3150 -4.0525 -0.56 -0.96 0.32
H 2.8829 3.4391 -3.0753 -0.10 0.10 -0.05
H 2.0495 5.2286 -4.6241 0.48 0.42 0.42
H 1.0787 4.1979 -5.4366 -0.45 -0.67 -0.20
H 3.6079 4.7342 -6.0525 -0.12 -0.13 -0.05
H 2.1527 3.2017 -7.5643 -0.05 0.69 -0.52
H 2.4803 2.0596 -6.3655 0.20 -0.03 -0.05
H 4.8972 2.0201 -6.7932 -0.23 0.30 0.35
H 4.7685 3.3524 -7.9092 0.12 0.57 -0.48
H 5.2306 0.1435 -8.6368 0.05 -0.84 0.28
H 5.7306 1.6080 -9.2970 0.29 1.03 0.02
H 4.4947 0.7437 -10.1343 -0.10 -0.31 -0.21
C -3.0524 4.0848 1.1011 -0.61 -0.46 0.71
C -2.6823 4.4663 2.5516 0.34 0.34 -0.17
C -1.4976 3.6607 3.0944 -0.32 -0.59 0.33
O -2.3104 5.8626 2.5402 -1.01 0.00 0.61
H -2.1836 4.1142 0.4334 -0.13 -0.02 0.25
H -3.8608 4.6898 0.6620 0.39 0.19 0.34
H -3.4853 3.0858 1.1427 0.24 -0.37 -0.29
H -3.5276 4.3114 3.2805 0.50 0.15 -0.87
H -0.6640 3.5737 2.4082 0.09 0.26 -0.37
H -1.8168 2.6239 3.3041 0.04 0.40 -0.09
H -1.0930 4.0644 4.0308 -0.34 0.13 -0.19
H -3.1581 6.3248 2.6878 0.82 0.02 -0.23
C 0.0790 -4.7082 4.2484 -0.11 -0.36 0.29
C -0.7208 -3.5541 4.8786 -0.27 -0.74 -1.06
C 0.0922 -2.5961 5.7001 0.07 1.06 -0.41
O -1.4487 -2.9066 3.8302 0.74 0.09 0.22
H 0.4661 -5.3436 5.0587 0.09 0.07 -0.32
H 0.9255 -4.3781 3.6202 -0.39 0.03 0.31
H -0.5844 -5.3327 3.6155 0.29 0.39 0.38
H -1.4980 -3.9949 5.5114 0.09 -0.01 0.07
H 0.7785 -1.9637 5.1168 -0.24 -0.32 -0.26
H 0.7133 -3.1391 6.3768 0.32 -0.37 0.80
H -0.5578 -1.8931 6.2286 0.05 -0.22 0.13
H -0.7990 -2.6758 3.1388 -0.44 0.39 -0.12
C -6.3666 -1.3831 1.0311 0.45 0.54 1.68
C -6.8689 -0.1400 0.3295 0.22 -0.80 0.10
C -6.1707 1.1244 0.7437 -0.23 -0.44 0.54
O -6.5790 -0.3777 -1.0240 0.04 -0.36 -1.43
H -6.6425 -1.3342 2.0935 0.13 -0.25 -0.16
H -5.2673 -1.3865 0.9982 -0.23 -0.17 -0.01
H -6.7451 -2.3281 0.6305 -0.16 0.21 -0.12
H -7.9342 -0.0795 0.4278 -0.83 0.27 0.24
H -6.5007 1.9928 0.2055 -0.21 0.29 -0.53
H -5.1226 0.9475 0.5376 0.43 0.30 0.28
H -6.3778 1.3156 1.7956 0.35 -0.02 0.16
H -6.5037 -1.3376 -1.0776 0.01 0.23 -0.59
C -0.3028 -3.4528 -2.2938 0.44 -0.05 0.96
C 0.6635 -3.6851 -1.0773 0.03 0.32 -1.11
C 1.8536 -4.5864 -1.4225 -0.57 0.02 -1.15
O 1.1539 -2.4395 -0.5746 -0.29 -0.19 0.37
H 0.2417 -3.0823 -3.1814 -0.08 -0.67 0.22
H -1.0120 -2.6423 -2.0699 0.02 -0.41 0.23
H -0.8477 -4.4067 -2.4402 0.27 0.65 -0.45
H 0.1155 -4.1378 -0.2640 -0.36 -0.03 0.27
H 1.5367 -5.5019 -1.9640 0.08 0.52 0.23
H 2.3742 -4.9051 -0.5413 0.36 -0.01 0.50
H 2.5318 -4.0139 -2.0789 -0.11 -0.32 0.22
H 1.6147 -1.9815 -1.2940 0.10 0.17 -0.15
C 5.6687 2.7736 1.5892 0.46 0.64 0.16
C 4.3138 3.3290 1.1953 -1.01 -0.80 0.24
C 3.2007 2.5418 1.9109 1.28 -1.06 -1.55
O 4.1547 4.7079 1.4011 0.36 0.65 0.10
H 5.8558 1.7797 1.1273 -0.05 0.66 0.39
H 5.7259 2.7106 2.6934 0.14 -0.16 -0.47
H 6.4096 3.5238 1.2521 -0.03 -0.65 0.12
H 4.2074 3.2045 0.1169 -0.14 0.00 -0.12
H 3.3777 1.4999 1.5529 -0.45 0.37 0.58
H 2.2163 2.8342 1.5981 -0.45 0.31 0.01
H 3.3314 2.5728 2.9799 -0.08 0.07 0.47
H 4.1600 4.8927 2.3461 0.00 -0.02 0.03
C -6.2628 -3.9171 3.9370 -0.41 0.57 0.37
C -4.7994 -3.8873 4.2831 0.93 -0.61 -0.81
C -4.1283 -5.2621 3.9703 0.08 1.17 0.51
O -4.1043 -2.8386 3.6049 -0.63 -0.48 0.21
H -6.8327 -2.9914 4.1335 0.59 -0.14 0.03
H -6.7245 -4.6771 4.5599 -0.19 -0.29 -0.09
H -6.4009 -4.1533 2.8958 -0.08 -0.24 -0.48
H -4.6853 -3.7658 5.3419 -0.03 0.36 0.92
H -4.2702 -5.5218 2.9374 -0.36 -0.35 -0.47
H -4.4839 -6.0237 4.6670 -0.01 -0.11 -0.25
H -3.0471 -5.1403 4.0862 -0.06 -0.13 0.21
H -3.1521 -2.9761 3.7828 -0.16 0.34 -0.30
C 4.1417 -0.3790 -0.9795 -0.01 -0.23 0.07
C 3.3795 -0.0180 -2.2087 0.07 0.90 -1.16
C 4.2258 0.4109 -3.4256 0.02 0.01 0.67
O 2.4792 -1.0852 -2.5867 0.78 0.07 0.96
H 3.4765 -0.5300 -0.1313 -0.09 0.03 0.08
H 4.8459 0.4262 -0.7368 -0.03 -0.31 -0.06
H 4.6371 -1.3165 -1.1754 0.59 -0.31 0.19
H 2.8111 0.8749 -1.9784 -0.60 0.18 0.13
H 4.9122 -0.3361 -3.7933 0.08 -0.58 -0.01
H 4.8460 1.2868 -3.1966 -0.34 -0.02 0.05
H 3.5370 0.6719 -4.2215 0.01 0.17 -0.32
H 2.0830 -0.8458 -3.4141 -0.40 0.15 -0.67
C 3.5233 -1.2870 2.9178 0.19 -0.41 -0.16
C 3.3801 -2.7919 3.3036 -0.93 0.93 -0.95
C 3.3944 -3.6630 2.0492 0.95 -0.12 1.09
O 4.4629 -3.0981 4.1690 -0.26 0.69 0.47
H 4.4844 -1.2578 2.3792 -0.23 0.30 0.10
H 3.5967 -0.5892 3.7740 -0.08 -0.49 -0.13
H 2.7427 -0.8876 2.2587 -0.02 -0.36 0.13
H 2.4199 -3.0300 3.7767 0.14 0.48 0.38
H 3.3735 -4.7181 2.3672 0.04 0.29 -0.39
H 4.3033 -3.4288 1.5168 0.56 -0.32 -0.27
H 2.6031 -3.4309 1.3662 -0.77 0.13 -0.10
H 4.4621 -2.3076 4.7517 0.44 -1.00 -0.19
C -1.9912 -0.0619 2.2464 0.53 0.05 -1.04
C -0.8047 -0.3005 1.3033 -0.28 -0.23 0.35
C 0.1408 0.8613 1.2701 -0.08 1.50 -0.73
O -0.1033 -1.4671 1.7483 0.09 -0.29 -0.60
H -2.6413 -0.9283 2.3343 0.26 -0.23 0.33
H -2.6274 0.7209 1.8352 0.12 0.34 0.10
H -1.5260 0.2556 3.1735 -0.49 -0.10 0.50
H -1.1173 -0.4293 0.2635 -0.36 -0.36 0.02
H 0.8870 0.7581 0.4735 0.08 -0.25 0.15
H 0.6595 1.0858 2.1979 -0.06 -0.27 0.28
H -0.4255 1.7766 0.9924 0.21 -0.37 0.18
H 0.3697 -1.7862 0.9491 0.05 -0.12 0.38
C -2.8123 0.4895 -2.2235 -0.88 -1.40 -0.93
C -3.7575 1.6966 -2.2355 -0.04 -0.99 1.51
C -3.2996 2.7503 -3.2098 -0.17 -0.58 -0.23
O -5.0830 1.2949 -2.5220 -0.07 0.67 -1.16
H -1.7899 0.6793 -1.9490 0.59 0.56 -0.30
H -2.9084 -0.0172 -3.2237 0.52 0.61 0.62
H -3.0774 -0.3318 -1.5398 -0.54 0.47 0.19
H -3.7515 2.1489 -1.2399 0.12 0.05 0.31
H -3.8730 3.6710 -3.0390 0.32 -0.17 -0.32
H -3.5006 2.3171 -4.2040 0.20 0.57 0.09
H -2.2143 2.8919 -3.0649 -0.48 0.26 -0.21
H -5.5026 0.6064 -1.9776 0.58 0.15 0.34
```
Positions in Å, forces in eV/Å.

Summary:
LUMO, eV: 0.3853
2S+1: 1
HOMO-LUMO gap, eV: 9.4
SMILES: COCCNCCOC.CC(C)O.CC(C)O.CC(C)O.CC(C)O.CC(C)O.CC(C)O.CC(C)O.CC(C)O.CC(C)O.CC(C)O
Charge: 0
HOMO, eV: -9.0